[1]
# C5H8O2

2 unconnected molecules or ions with the total composition C5H8O2 (the ωB97M-V functional and the def2-TZVPD basis, OMol25).

The geometry in ORCA input format:
```
! wB97M-V def2-TZVPD RIJCOSX def2/J DEFGRID3
* xyz 0 1
C -2.31 0.21 -0.05
C -1.14 0.82 0.08
O -0.41 0.78 1.23
C 0.99 0.64 1.07
C 1.58 -0.63 0.53
C 1.61 0.42 -0.24
O 1.88 1.03 -1.40
H -2.72 -0.39 0.76
H -2.88 0.31 -0.96
H -0.69 1.40 -0.72
H 1.47 1.20 1.88
H 1.76 -1.67 0.72
H 2.22 0.36 -2.01
H -0.88 -1.93 -0.45
H -0.46 -2.55 -0.45
*
```

Properties
HOMO level, Ha: -0.3254
SMILES string: C=CO[C@H]1C=C1O.[H][H]
Relative energy (zero: lowest compared OMol25 entry of this formula, charge and spin), kcal/mol: 109.7
M, g/mol: 100.12
E, eV: -9405.07363

---

[2]
# C19H24ClNO4

C19H24ClNO4 in the gas phase in a non-equilibrium geometry (the ωB97M-V functional and the def2-TZVPD basis, OMol25).

The geometry in ORCA input format:
```
! wB97M-V def2-TZVPD RIJCOSX def2/J DEFGRID3
* xyz 0 1
C -3.48 -0.80 2.48
C -2.70 0.18 1.53
C -3.73 1.16 0.96
O -1.71 1.00 2.18
C -0.51 0.45 2.68
C -0.08 -0.91 2.59
C 1.19 -1.31 3.06
C 2.01 -0.36 3.68
Cl 3.63 -0.69 4.25
C 1.58 0.95 3.84
C 0.33 1.34 3.34
C -2.10 -0.56 0.28
O -2.33 -1.76 0.08
N -1.12 0.06 -0.49
C -0.29 -0.62 -1.46
C 1.11 -0.86 -0.85
C 1.77 0.49 -0.50
C 1.80 1.39 -1.77
C 0.43 1.60 -2.40
C -0.22 0.25 -2.74
C 0.70 -0.44 -3.77
C 2.12 -0.58 -3.15
O 3.02 -1.06 -4.11
C 2.10 -1.45 -1.88
O 2.59 0.72 -2.78
H -3.84 -0.22 3.32
H -2.88 -1.60 2.88
H -4.34 -1.25 1.96
H -4.59 0.66 0.53
H -4.13 1.82 1.73
H -3.32 1.82 0.20
H -0.66 -1.71 2.12
H 1.52 -2.33 2.87
H 2.23 1.68 4.35
H 0.04 2.36 3.43
H -0.86 0.96 -0.15
H -0.69 -1.60 -1.79
H 1.01 -1.49 0.09
H 1.19 0.97 0.29
H 2.80 0.32 -0.10
H 2.26 2.35 -1.50
H -0.17 2.14 -1.69
H 0.49 2.18 -3.31
H -1.17 0.38 -3.21
H 0.26 -1.41 -3.98
H 0.73 0.13 -4.69
H 3.10 -0.36 -4.79
H 3.13 -1.50 -1.46
H 1.78 -2.45 -2.14
*
```

Properties
HOMO level, Ha: -0.3239
SMILES string: CC(C)(Oc1ccc(Cl)cc1)C(=O)N[C@@H]1[C@@H]2C[C@@H]3C[C@H]1C[C@](O)(C2)O3
Relative energy (zero: lowest compared OMol25 entry of this formula, charge and spin), kcal/mol: 21.0
M, g/mol: 365.86
E, eV: -42295.78922

---

[3]
# C3H11NOS

2 unconnected molecules or ions with the total composition C3H11NOS in a non-equilibrium geometry (the ωB97M-V functional and the def2-TZVPD basis, OMol25).

The geometry in ORCA input format:
```
! wB97M-V def2-TZVPD RIJCOSX def2/J DEFGRID3
* xyz 0 1
C 1.68 -0.73 -1.07
C 0.26 -0.64 -0.51
N 0.14 -0.89 0.93
C -0.54 0.60 -0.86
S -2.33 0.43 -0.78
H 1.52 -0.72 -2.14
H 2.25 -1.60 -0.77
H 2.31 0.13 -0.82
H -0.20 -1.52 -1.04
H 0.73 -1.63 1.26
H -0.67 -0.57 1.36
H -0.21 1.43 -0.23
H -0.30 0.81 -1.91
H -2.55 1.53 -1.53
O -0.92 1.15 2.98
H -0.12 1.68 2.88
H -1.04 0.53 2.26
*
```

Properties
HOMO level, Ha: -0.3311
SMILES string: C[C@@H](N)CS.O
Relative energy (zero: lowest compared OMol25 entry of this formula, charge and spin), kcal/mol: 22.9
M, g/mol: 109.19
E, eV: -17661.42945

---

[4]
# C3H5BrClN4O2

A gas-phase ion, C3H5BrClN4O2 (charge +1) in a non-equilibrium geometry (the ωB97M-V functional and the def2-TZVPD basis, OMol25).

The geometry in ORCA input format:
```
! wB97M-V def2-TZVPD RIJCOSX def2/J DEFGRID3
* xyz 1 1
C 1.40 0.64 0.73
C -0.30 -0.99 0.75
C 0.07 1.13 -2.11
N -0.04 0.51 -0.88
N -0.44 -0.65 -0.66
N 0.88 -0.36 1.34
N -1.51 -0.44 1.61
O -2.54 -0.35 1.05
O -1.24 -0.26 2.74
Cl 2.64 1.58 1.21
Br 0.56 -2.29 -1.71
H -0.42 -2.03 0.83
H 0.86 1.93 -1.99
H 0.15 0.50 -2.91
H -1.01 1.70 -2.36
H 0.94 -0.63 2.35
*
```

Properties
HOMO level (alpha / beta), Ha: -0.4997 / -0.5033
Relative energy (zero: lowest compared OMol25 entry of this formula, charge and spin), kcal/mol: 0.0
M, g/mol: 244.46
E, eV: -95796.60143